[1]
{"formula": "C8H8N2O", "method": "ωB97M-V/def2-TZVPD", "relative_energy_kj_mol": 589.6, "smiles": "C1=C[C@@H]2N=CC=C[C@H](N=C1)O2", "total_charge": 0, "symbols": ["C", "C", "C", "N", "C", "C", "C", "C", "N", "C", "O", "H", "H", "H", "H", "H", "H", "H", "H"], "positions_angstrom": [[-1.285, 1.856, 0.832], [-1.646, 0.644, 1.332], [-0.852, -0.554, 0.712], [0.420, -0.340, 1.116], [1.450, -0.974, 0.758], [1.599, -1.714, -0.502], [1.038, -1.201, -1.513], [-0.047, -0.037, -1.388], [0.563, 1.155, -0.769], [-0.032, 2.030, -0.035], [-1.167, -0.605, -0.733], [-1.778, 2.762, 1.030], [-2.675, 0.616, 1.686], [-1.018, -1.530, 1.408], [2.284, -1.003, 1.360], [2.087, -2.711, -0.412], [1.016, -1.598, -2.473], [-0.288, 0.154, -2.371], [0.332, 3.049, -0.038]]}

[2]
{"formula": "C17H10Cl2N2O5S3SnTe4", "method": "ωB97M-V/def2-TZVPD", "relative_energy_kj_mol": 0.0, "total_charge": -2, "symbols": ["Sn", "Te", "Te", "Te", "Te", "S", "C", "C", "C", "C", "N", "C", "C", "C", "S", "C", "N", "H", "H", "Cl", "C", "Cl", "C", "O", "O", "H", "C", "C", "C", "C", "C", "C", "C", "S", "O", "O", "O", "H", "H", "H", "H", "H", "H", "H"], "positions_angstrom": [[-0.288, 0.810, 0.508], [-2.256, 0.249, 2.800], [-3.196, -2.071, 3.919], [-4.229, -0.124, 8.101], [-3.658, 0.212, 5.481], [-1.319, 1.092, -2.196], [-1.489, -0.635, -2.105], [-1.005, -1.449, -3.142], [-0.979, -2.826, -3.035], [-0.363, -3.593, -4.085], [0.139, -4.189, -4.930], [-1.502, -3.469, -1.898], [-2.026, -2.692, -0.874], [-2.031, -1.312, -0.978], [-2.746, -0.287, 0.284], [-1.511, -4.897, -1.792], [-1.531, -6.046, -1.723], [-0.545, -0.969, -3.995], [-2.421, -3.169, 0.012], [3.435, -2.684, 2.260], [2.341, -2.420, 0.871], [1.539, -3.936, 0.434], [1.358, -1.294, 1.205], [0.121, -1.494, 1.324], [1.886, -0.207, 1.528], [2.959, -2.104, 0.038], [-0.380, 4.613, 1.848], [0.451, 3.773, 0.917], [0.129, 3.661, -0.441], [0.868, 2.807, -1.250], [1.803, 1.923, -0.670], [2.337, 2.291, 0.563], [1.651, 3.206, 1.354], [2.176, 0.346, -1.539], [3.523, 0.010, -1.140], [1.988, 0.690, -2.930], [1.136, -0.619, -1.076], [-1.057, 5.264, 1.295], [0.255, 5.231, 2.485], [-0.985, 3.989, 2.511], [-0.678, 4.227, -0.891], [0.897, 2.914, -2.326], [3.212, 1.766, 0.920], [1.997, 3.411, 2.360]]}

[3]
{"formula": "C6H5F9IS", "method": "ωB97M-V/def2-TZVPD", "total_energy_ha": -1826.03327, "total_charge": 1, "symbols": ["F", "C", "F", "F", "C", "F", "F", "C", "F", "F", "C", "F", "F", "C", "C", "S", "I", "H", "H", "H", "H", "H"], "positions_angstrom": [[1.343, -2.048, 1.242], [0.105, -1.841, 1.696], [0.162, -0.808, 2.553], [-0.313, -2.902, 2.336], [-0.861, -1.487, 0.502], [-1.814, -2.406, 0.433], [-1.455, -0.283, 0.773], [-0.227, -1.380, -0.924], [0.234, -2.590, -1.242], [-1.269, -1.074, -1.729], [0.892, -0.303, -1.199], [2.083, -0.880, -1.007], [0.800, 0.027, -2.514], [0.824, 0.985, -0.388], [-0.352, 1.850, -0.854], [-1.061, 2.918, 0.427], [0.806, 4.151, 1.227], [1.772, 1.505, -0.560], [0.768, 0.766, 0.681], [-1.213, 1.267, -1.202], [-0.064, 2.546, -1.646], [-1.160, 1.985, 1.398]]}

[4]
{"formula": "C22H35Ge2NO5Ti", "method": "ωB97M-V/def2-TZVPD", "relative_energy_kj_mol": 0.0, "total_charge": 0, "symbols": ["Ti", "O", "C", "C", "N", "C", "C", "O", "O", "C", "C", "O", "O", "H", "H", "H", "H", "H", "H", "H", "H", "H", "C", "C", "Ge", "C", "C", "C", "C", "Ge", "C", "C", "C", "C", "C", "C", "C", "C", "C", "C", "H", "H", "H", "H", "H", "H", "H", "H", "H", "H", "H", "H", "H", "H", "H", "H", "H", "H", "H", "H", "H", "H", "H", "H", "H", "H"], "positions_angstrom": [[-1.693, -0.285, 0.485], [-2.105, 1.841, 0.976], [-3.491, 2.144, 1.221], [-4.101, 1.055, 2.077], [-3.915, -0.253, 1.438], [-3.860, -1.328, 2.433], [-2.480, -1.297, 3.089], [-2.317, -1.426, 4.272], [-1.521, -1.094, 2.199], [-4.834, -0.518, 0.326], [-4.045, -1.037, -0.885], [-4.474, -1.885, -1.615], [-2.887, -0.398, -1.002], [-1.517, 2.271, 1.611], [-3.584, 3.122, 1.692], [-3.957, 2.191, 0.237], [-3.593, 1.037, 3.045], [-5.161, 1.267, 2.265], [-4.639, -1.243, 3.194], [-3.967, -2.289, 1.924], [-5.623, -1.219, 0.597], [-5.308, 0.413, 0.007], [0.530, -4.798, -0.331], [-0.198, -3.632, 0.337], [0.004, -1.916, -0.630], [-0.505, -2.199, -2.524], [0.643, -2.681, -3.412], [1.878, -1.364, -0.632], [2.151, -0.083, -0.357], [0.578, 1.010, 0.112], [0.348, 2.438, -1.245], [1.638, 3.062, -1.781], [0.849, 1.867, 1.911], [1.045, 3.385, 1.892], [3.522, 0.476, -0.502], [4.261, 0.189, -1.654], [5.537, 0.701, -1.833], [6.104, 1.513, -0.860], [5.384, 1.801, 0.289], [4.105, 1.294, 0.463], [0.436, -5.719, 0.249], [1.596, -4.590, -0.442], [0.128, -4.998, -1.327], [0.168, -3.474, 1.354], [-1.265, -3.860, 0.426], [-0.903, -1.258, -2.907], [-1.340, -2.904, -2.542], [1.454, -1.950, -3.430], [0.315, -2.833, -4.443], [1.066, -3.624, -3.059], [2.695, -2.030, -0.914], [-0.296, 3.210, -0.813], [-0.222, 2.001, -2.069], [2.241, 3.501, -0.985], [1.422, 3.850, -2.507], [2.264, 2.319, -2.277], [1.718, 1.389, 2.367], [0.029, 1.580, 2.582], [1.927, 3.646, 1.306], [1.178, 3.794, 2.895], [0.205, 3.916, 1.431], [3.809, -0.430, -2.419], [6.085, 0.470, -2.738], [7.098, 1.919, -0.997], [5.822, 2.425, 1.059], [3.566, 1.519, 1.374]]}